# 1
# C6H11N2S

A molecular structure, C6H11N2S (ωB97M-V with the def2-TZVPD basis set, the OMol25 dataset).

The geometry in XYZ format:
```
20
Properties=species:S:1:pos:R:3:forces:R:3
C -0.01707 0.69750 -0.04060 3.787 1.969 -1.305
C 3.94200 0.35620 0.05711 -0.662 -0.625 0.439
C -2.19248 0.54417 0.84390 3.244 -1.106 -1.068
C -0.49104 -1.39077 0.71073 -1.639 -0.171 0.685
C -1.60264 -0.55351 -1.37846 -0.124 -0.775 0.268
C -1.09985 -0.18803 -0.02006 -1.469 -1.007 1.509
N 0.97788 1.28818 -0.13181 -4.339 -1.202 0.199
N 3.37253 1.45961 -0.07643 2.889 0.167 -1.121
S 4.42081 -1.08990 0.31308 -0.033 0.873 -0.170
H -3.01170 -0.05406 0.94295 -2.081 -1.651 0.833
H -1.70993 0.93415 1.69111 0.032 0.160 1.643
H -2.41565 1.32982 0.24657 -1.290 2.740 -1.653
H -1.05732 -2.30621 0.63919 -0.674 -0.018 -0.218
H -0.48596 -1.09126 1.71642 0.044 -0.005 1.730
H 0.48608 -1.67716 0.51280 1.974 -0.107 -1.080
H -0.90524 -1.21596 -1.82681 0.334 -1.079 -0.436
H -1.60082 0.25613 -2.01260 -0.354 2.129 -1.439
H -2.61296 -0.95185 -1.34437 0.118 -0.264 0.148
H 2.02946 1.52940 -0.22983 0.852 0.170 0.426
H 3.97389 2.12354 -0.61290 -0.609 -0.197 0.610
```
Positions in Å, forces in eV/Å.

Output
* highest occupied orbital energy: -0.5207 Eh
* net charge: +1
* E_LUMO: -4.06 eV

=====

# 2
# C6H11N3

A single C6H11N3 molecule (ωB97M-V with the def2-TZVPD basis set, the OMol25 dataset).

The geometry in XYZ format:
```
20
Properties=species:S:1:pos:R:3:forces:R:3
H -2.25672 0.10529 2.60625 0.552 -0.120 0.374
N -1.65226 0.53253 1.90409 -0.036 -0.075 -0.393
C -0.99574 -0.29896 1.21370 -2.555 0.594 -2.673
C -0.48752 0.12026 -0.43250 -0.285 0.133 3.369
C -0.77639 1.60508 -0.54876 0.091 -0.166 -0.446
N -1.11988 -0.62018 -1.44253 -0.143 -0.415 -0.288
C 0.94967 -0.22854 -0.21052 -0.550 -0.105 0.609
C 1.82459 -0.96305 -1.18145 0.350 0.741 -0.221
C 1.22451 -0.01576 1.06805 3.403 -0.801 -0.111
N 1.82950 -0.11479 2.15100 -1.510 0.102 -0.298
H -1.08327 -1.39220 1.32369 0.392 0.055 0.173
H -0.38071 2.13388 0.31211 0.058 0.026 -0.027
H -1.85065 1.78814 -0.57660 -0.047 -0.017 -0.026
H -0.32377 1.97934 -1.46831 0.010 0.129 0.006
H -1.03821 -1.62357 -1.35710 -0.130 0.046 -0.036
H -2.05081 -0.31460 -1.68898 0.035 -0.141 0.203
H 1.45492 -1.97213 -1.38220 -0.081 0.056 0.151
H 1.85225 -0.43765 -2.13890 0.135 -0.084 -0.014
H 2.83461 -1.03898 -0.78198 0.021 -0.056 -0.101
H 2.04586 0.75590 2.63096 0.290 0.099 -0.251
```
Positions in Å, forces in eV/Å.

Output
* highest occupied orbital energy: -0.2907 Eh
* net charge: 0
* E_LUMO: 0.61 eV
* SMILES: [H]/N=C/[C@](C)(N)C(C)=C=N

=====

# 3
# C6H11N3

A single C6H11N3 molecule (ωB97M-V with the def2-TZVPD basis set, the OMol25 dataset).

The geometry in XYZ format:
```
20
Properties=species:S:1:pos:R:3:forces:R:3
N -2.40089 0.11527 0.83638 0.107 -2.741 0.704
C -1.64843 0.24608 -0.41845 2.119 0.214 0.446
C -0.77568 1.46493 -0.18917 0.278 2.801 0.962
N 0.48264 1.79296 -0.24482 -1.905 -1.582 0.234
N 1.36809 0.83120 -0.69348 -0.147 -2.101 -1.338
C 2.24362 0.40154 0.40407 0.731 -0.382 0.732
C 1.28778 -0.71303 0.81775 -0.166 0.447 0.479
C 0.79669 -0.63447 -0.62307 -0.418 0.435 -0.719
C -0.66491 -0.79227 -1.00830 -0.315 -0.323 0.518
H -2.90506 -0.83730 0.87141 0.889 1.947 -0.262
H -1.69933 0.02987 1.59621 -0.686 0.159 -0.447
H -2.35133 0.50994 -1.17635 -0.630 0.117 -0.617
H -1.35332 2.29318 0.25986 0.103 -0.274 -0.474
H 2.49036 1.20740 1.08985 0.194 -0.075 0.080
H 3.12076 -0.17225 0.04063 -0.064 1.090 -0.175
H 1.76648 -1.60857 1.15721 0.100 -0.694 0.127
H 0.54433 -0.40301 1.55408 -0.029 0.011 -0.118
H 1.36336 -1.31856 -1.30829 -0.078 0.887 0.624
H -0.94336 -1.84872 -0.91407 -0.204 0.165 0.210
H -0.72182 -0.56420 -2.05147 0.121 -0.102 -0.965
```
Positions in Å, forces in eV/Å.

Output
* highest occupied orbital energy: -0.3088 Eh
* net charge: 0
* E_LUMO: 0.89 eV
* SMILES: N[C@H]1C=NN2CC[C@H]2C1

=====

# 4
# C6H11N3

A single C6H11N3 molecule (ωB97M-V with the def2-TZVPD basis set, the OMol25 dataset).

The geometry in XYZ format:
```
20
Properties=species:S:1:pos:R:3:forces:R:3
C 0.80906 1.87602 2.36977 0.239 0.632 -0.534
C 0.97022 0.39374 2.03422 -0.712 0.252 0.827
N 1.08152 -0.09287 0.85863 0.633 0.827 1.242
N 1.22162 0.89053 -0.16599 -0.257 -0.509 0.083
C 0.89125 0.37073 -1.27454 -0.831 -3.453 0.838
C 0.37825 -1.15578 -1.37312 2.819 0.581 0.671
C -1.05434 -1.33641 -1.09314 -1.368 -1.409 0.116
C -1.98664 -0.66626 -0.10368 2.457 0.755 -1.157
N -1.96571 -0.33307 -1.51789 -0.595 1.007 -0.816
H 0.31345 2.16924 3.34047 0.512 -0.826 -1.023
H 0.31249 2.39985 1.51274 0.297 -0.479 0.880
H 1.84090 2.28772 2.37289 -0.494 -0.034 0.171
H 0.95914 -0.32602 2.90043 0.000 0.554 -1.104
H 0.99285 0.87129 -2.19583 0.106 0.998 -0.751
H 0.92950 -1.79932 -0.58019 -0.571 1.243 -1.507
H 0.65352 -1.55878 -2.39330 -0.520 0.508 0.948
H -1.32429 -2.38600 -1.24714 -0.195 0.179 -0.171
H -2.80996 -1.20997 0.22515 -1.084 -0.938 0.858
H -1.51186 0.06170 0.53595 -0.434 0.218 0.187
H -2.76451 -0.65403 -2.05151 -0.001 -0.106 0.245
```
Positions in Å, forces in eV/Å.

Output
* highest occupied orbital energy: -0.3319 Eh
* net charge: 0
* E_LUMO: 1.05 eV
* SMILES: C/C=N\N=C/C[C@H]1CN1

=====

# 5
# C6H11N3

A gas-phase ion, C6H11N3 (charge +2) (ωB97M-V with the def2-TZVPD basis set, the OMol25 dataset).

The geometry in XYZ format:
```
20
Properties=species:S:1:pos:R:3:forces:R:3
C -2.43950 -0.22938 0.11705 0.329 -0.797 -0.419
C -1.82568 1.03042 0.48631 0.486 0.414 0.104
C -0.65256 1.54170 0.09606 -0.275 0.328 0.511
N 0.31294 0.85243 -0.71981 -0.433 -0.029 -0.671
N 1.57242 0.64409 -0.07120 0.398 0.293 0.382
C 1.73560 -0.84933 0.32886 0.313 -0.485 -0.026
N 0.42331 -1.31655 0.58801 -0.251 -0.205 0.211
C -0.39422 -1.42325 -0.43941 0.376 -0.197 -0.071
C -1.80573 -1.32866 -0.35104 -1.081 0.197 0.342
H -3.52277 -0.21417 0.10872 -0.032 -0.125 -0.049
H -2.46487 1.68278 1.06996 0.111 0.139 0.003
H -0.40902 2.56921 0.34901 0.016 0.025 0.023
H 0.41396 1.29308 -1.63250 0.457 0.054 0.108
H 1.64561 1.22864 0.78534 -0.064 -0.162 -0.425
H 2.37270 0.90486 -0.67072 -0.337 0.036 0.045
H 2.39896 -0.93004 1.19411 -0.150 0.162 -0.136
H 2.16986 -1.38126 -0.52552 -0.077 0.260 0.126
H 0.03364 -1.21274 1.52618 -0.009 0.009 -0.200
H 0.03604 -1.72825 -1.39368 0.152 0.098 0.115
H -2.38860 -2.11946 -0.81625 0.071 -0.014 0.028
```
Positions in Å, forces in eV/Å.

Output
* highest occupied orbital energy: -0.6648 Eh
* net charge: +2
* E_LUMO: -9.49 eV
* SMILES: C1=C\C=[NH+]\[NH2+]CN\C=C/1

=====

# 6
# C6H11N3O

A single C6H11N3O molecule (ωB97M-V with the def2-TZVPD basis set, the OMol25 dataset).

The geometry in XYZ format:
```
21
Properties=species:S:1:pos:R:3:forces:R:3
C -1.08944 0.12671 -0.11964 1.615 -2.132 0.650
C -1.94243 1.19064 -0.31473 -0.519 1.239 0.221
C 1.12292 0.95603 -1.22171 0.019 -2.173 -0.086
C 0.98808 0.59498 1.26609 3.588 -1.680 -3.731
C -1.38633 -2.25384 0.57426 -3.694 -2.992 0.312
C 0.44988 0.09653 -0.12321 -0.388 -1.705 0.770
N -3.20382 -0.58833 0.22305 2.102 -2.364 0.237
N -1.56595 2.39035 -0.50312 -0.309 0.384 -0.719
N -1.85386 -0.93309 0.21537 -2.199 2.673 -0.402
O -3.23870 0.71508 -0.14844 1.137 0.038 -0.165
H 0.56001 1.82756 -1.10120 0.009 2.107 -0.166
H 0.99889 0.63071 -2.25767 -0.387 -0.331 0.179
H 2.20777 1.00054 -1.08318 -0.331 0.389 0.371
H 0.79816 1.57230 1.25795 -1.487 4.009 0.813
H 2.13327 0.63222 1.33738 -1.332 -0.627 -0.553
H 0.68893 0.03991 2.04946 -1.533 -1.550 2.784
H -1.64491 -3.04176 -0.24968 0.937 1.748 1.035
H -2.08453 -2.70436 1.43175 1.761 1.445 -1.462
H -0.35074 -2.22764 0.83984 0.261 -0.157 0.188
H 0.55460 -1.01991 -0.16627 1.077 1.050 -0.494
H -2.34114 2.93846 -0.83659 -0.325 0.630 0.219
```
Positions in Å, forces in eV/Å.

Output
* highest occupied orbital energy (alpha / beta): -0.2754 / -0.2754 Eh
* net charge: 0
* E_LUMO (alpha / beta): 0.33 / 0.32 eV

=====

Energy above the lowest of the compared OMol25 structures with the same formula, charge and spin across the listed records, respectively: 70.03; 77.74; 69.71; 81.48; 59.02; 120.18 kcal/mol.